1.
# C2H6N4S

2 unconnected molecules or ions with the total composition C2H6N4S at a distorted geometry (ωB97M-V/def2-TZVPD, OMol25).

The gap between HOMO and LUMO comes out at 8.24 eV. The SMILES is C=S(=N)=NC#N.N. The total charge is 0. As for the molar mass: 118.2 u. For the energy relative to the best compared isomer or geometry (same formula, charge and spin), the calculation gives 5.448 eV. For the electronic energy, the calculation gives -696.82585 Eh. The largest force on an atom comes out at 0.09890 hartree/bohr.

```
13
Properties=species:S:1:pos:R:3:forces:R:3:mulliken_charge:R:1
C 1.45213 2.07726 0.99725 -1.3 -2.2 -2.5 -0.618
S 0.61515 1.05905 0.01486 -0.1 -1.7 0.4 0.580
N 1.33296 0.45528 -1.22530 -1.1 -0.6 1.2 -0.578
N -0.66490 0.36750 0.66211 4.6 -0.3 -2.1 -0.343
C -1.79369 0.82189 1.01689 -3.9 1.2 2.0 0.475
N -2.85246 1.03186 1.48164 1.5 0.0 -0.9 -0.510
H 0.99683 2.36439 1.87310 -1.3 0.6 1.6 0.325
H 2.30318 2.53910 0.63305 1.5 0.6 -0.7 0.318
H 1.00221 -0.52452 -1.57956 -0.1 2.4 1.2 0.347
N -0.54552 -2.25199 -1.02776 0.0 -2.0 -1.4 -0.730
H -0.73002 -2.89319 -1.90417 1.2 1.4 2.3 0.237
H 0.27792 -2.58317 -0.44864 -1.5 0.0 -1.2 0.256
H -1.39379 -2.46346 -0.49346 0.4 0.5 0.2 0.242
```
Forces are in eV/Å.

---

2.
# C2H6N4S

A single C2H6N4S molecule at a distorted geometry (ωB97M-V/def2-TZVPD, OMol25).

The gap between HOMO and LUMO comes out at 9.74 eV. The SMILES is [H]/N=C\NS/C=N/N. The total charge is 0. As for the molar mass: 118.2 u. For the energy relative to the best compared isomer or geometry (same formula, charge and spin), the calculation gives 3.883 eV. For the electronic energy, the calculation gives -696.88338 Eh. The largest force on an atom comes out at 0.09873 hartree/bohr.

```
13
Properties=species:S:1:pos:R:3:forces:R:3:mulliken_charge:R:1
H -1.95667 -0.23890 -1.52939 -0.2 -1.1 0.4 0.247
N -2.27893 -1.04862 -0.93247 0.1 1.2 -0.2 -0.565
C -2.15443 -0.69087 0.26758 -0.4 -1.2 2.4 0.146
N -1.69446 0.55290 0.76428 2.2 1.3 1.9 -0.366
S -0.89760 1.66589 -0.27246 1.7 -1.4 0.6 -0.063
C 0.83620 0.91999 -0.22285 -1.2 1.1 -2.4 -0.119
N 1.25067 -0.08257 0.40393 1.6 -0.3 0.0 -0.172
N 2.53276 -0.43036 -0.21899 4.4 -2.2 1.2 -0.637
H -2.51560 -1.35635 1.19263 0.9 1.2 -2.2 0.244
H -1.06104 0.62012 1.66647 -2.3 -1.1 -2.1 0.340
H 1.47365 1.20513 -1.10509 -0.9 0.6 0.8 0.412
H 3.41413 0.29007 -0.18557 -3.4 -1.6 0.4 0.264
H 3.05134 -1.40643 0.17193 -2.6 3.5 -0.8 0.268
```
Forces are in eV/Å.

---

3.
# C2H6N6

A single C2H6N6 molecule at a distorted geometry (ωB97M-V/def2-TZVPD, OMol25).

The gap between HOMO and LUMO comes out at 7.79 eV. The total charge is 0. As for the molar mass: 114.1 u. For the energy relative to the best compared isomer or geometry (same formula, charge and spin), the calculation gives 1.096 eV. For the electronic energy, the calculation gives -408.25564 Eh. The largest force on an atom comes out at 0.03659 hartree/bohr.

```
14
Properties=species:S:1:pos:R:3:forces:R:3:mulliken_charge:R:1
N -0.59878 -1.07581 0.67667 -0.1 0.4 -0.1 -0.327
C 0.06796 -0.23947 -0.04363 -0.2 -0.9 0.6 0.487
C -0.42187 1.12555 -0.09894 0.6 0.8 -0.3 0.287
N -0.11866 -2.39306 0.72802 0.3 -0.3 -0.5 -0.713
N 1.25605 -0.50484 -0.69777 0.0 0.0 0.1 -0.494
N 0.28695 2.13759 -0.78127 0.0 0.0 0.1 -0.553
N -2.51202 0.92520 0.98114 0.6 1.0 0.2 -0.636
N -1.53065 1.32768 0.54635 -1.3 -1.3 -0.1 0.460
H 0.78018 -2.45108 1.20346 -0.1 0.1 0.0 0.207
H -0.79689 -2.94335 1.24172 0.2 0.2 0.0 0.257
H 1.36164 -1.47259 -0.96846 0.0 0.0 0.0 0.271
H 1.49608 0.16715 -1.41053 0.0 0.0 0.0 0.278
H 1.04470 2.53080 -0.23462 -0.1 0.2 0.0 0.219
H -0.31468 2.86623 -1.14214 0.2 -0.1 0.0 0.256
```
Forces are in eV/Å.

---

4.
# C2H6NO

A gas-phase ion, C2H6NO (charge -1) at a distorted geometry (ωB97M-V/def2-TZVPD, OMol25).

The gap between HOMO and LUMO comes out at 7.23 eV. The SMILES is NCC[O-]. The total charge is -1. As for the molar mass: 60.1 u. For the energy relative to the best compared isomer or geometry (same formula, charge and spin), the calculation gives 0.335 eV. For the electronic energy, the calculation gives -209.76520 Eh. The largest force on an atom comes out at 0.02023 hartree/bohr.

```
10
Properties=species:S:1:pos:R:3:forces:R:3:mulliken_charge:R:1
N -0.68850 1.35223 0.22902 0.3 -0.5 -0.3 -0.676
C -0.03275 0.29121 -0.60231 0.9 0.0 0.5 -0.353
C 0.24427 -1.05537 0.15588 0.1 0.1 -0.5 -0.320
O 1.46087 -1.15086 0.69141 0.0 0.2 0.4 -0.877
H -0.96688 0.87008 1.08201 -0.1 0.1 0.0 0.262
H 0.07660 1.94509 0.53045 -0.2 0.1 0.1 0.282
H -0.53208 0.09117 -1.55544 -0.4 0.3 0.1 0.273
H 0.99300 0.63278 -0.80239 -0.3 -0.1 -0.4 0.142
H -0.61451 -1.12399 0.89175 -0.1 -0.2 0.0 0.124
H 0.05997 -1.85236 -0.62037 -0.3 -0.1 0.1 0.143
```
Forces are in eV/Å.

---

5.
# C2H6NO

A molecular structure, C2H6NO at a distorted geometry (ωB97M-V/def2-TZVPD, OMol25).

The gap between HOMO and LUMO comes out at 11.05 eV. The total charge is +1. As for the molar mass: 60.1 u. For the energy relative to the best compared isomer or geometry (same formula, charge and spin), the calculation gives 1.681 eV. For the electronic energy, the calculation gives -209.46395 Eh. The largest force on an atom comes out at 0.10799 hartree/bohr.

```
10
Properties=species:S:1:pos:R:3:forces:R:3:mulliken_charge:R:1
C -0.29955 1.29824 0.33587 0.5 2.9 2.8 0.318
C 0.68011 0.27518 0.11522 1.8 -4.1 -3.3 -0.384
N -0.31261 -1.24550 -0.38981 1.8 4.0 1.7 -0.445
O -1.45461 1.21610 0.07412 -0.7 -0.2 -0.4 -0.420
H 0.18042 2.20673 0.94387 -0.9 -1.3 -1.3 0.295
H 1.35641 0.54310 -0.79019 -1.0 -0.6 1.6 0.309
H 1.22723 -0.25901 0.90431 -0.1 1.1 0.0 0.359
H -1.09773 -0.67115 -0.06285 -1.0 -1.1 -0.2 0.313
H 0.06525 -1.94303 0.24594 -0.5 -0.3 -0.5 0.344
H -0.34493 -1.42067 -1.37648 0.2 -0.4 -0.4 0.311
```
Forces are in eV/Å.

---

6.
# C2H6NO

A gas-phase ion, C2H6NO (charge +2) at a distorted geometry (ωB97M-V/def2-TZVPD, OMol25).

The gap between HOMO and LUMO (spin up / spin down) comes out at 12.74 / 9.37 eV. The multiplicity is 2. The total charge is +2. As for the molar mass: 60.1 u. As for the expectation value of S²: 0.759. For the energy relative to the best compared isomer or geometry (same formula, charge and spin), the calculation gives 0.983 eV. For the electronic energy, the calculation gives -208.91617 Eh. The largest force on an atom comes out at 0.07766 hartree/bohr.

```
10
Properties=species:S:1:pos:R:3:forces:R:3:mulliken_charge:R:1
O -1.78342 -0.68793 0.08111 1.2 3.4 1.7 0.011
C -1.22381 0.36289 0.52593 -0.8 -1.6 -1.5 0.403
C 0.24585 0.55726 0.23428 2.8 0.2 1.3 -0.422
N 0.68855 -0.62186 -0.60144 -0.2 -0.2 -1.3 -0.418
H -1.77186 1.13728 1.12791 -0.2 -0.5 -0.2 0.418
H 0.73749 1.46489 -0.22722 -1.7 -0.2 0.2 0.426
H 0.80865 0.65388 1.30826 -1.3 -0.8 -2.0 0.403
H 1.69131 -0.89640 -0.68889 -0.1 1.0 0.3 0.382
H 0.28658 -1.42474 -0.14039 -0.2 -1.1 -0.3 0.375
H 0.32066 -0.54528 -1.61955 0.6 -0.2 1.7 0.422
```
Forces are in eV/Å.